{
  "formula": "C20H48BN2O6",
  "method": "wB97M-V/def2-TZVPD",
  "lumo_ev": -4.50,
  "multiplicity": 1,
  "total_charge": 1,
  "orbital_gap_ev": 7.378,
  "species": ["C", "B", "O", "C", "C", "C", "C", "N", "N", "H", "H", "H", "H", "H", "H", "H", "H", "C", "C", "C", "O", "H", "H", "H", "H", "H", "H", "H", "H", "C", "C", "C", "O", "H", "H", "H", "H", "H", "H", "H", "H", "C", "C", "C", "O", "H", "H", "H", "H", "H", "H", "H", "H", "C", "C", "C", "O", "H", "H", "H", "H", "H", "H", "H", "H", "C", "C", "C", "O", "H", "H", "H", "H", "H", "H", "H", "H"],
  "positions_angstrom": [[-0.580977, 2.699319, 6.130448], [-1.119117, 1.292583, 5.787473], [-2.334573, 0.830399, 6.184791], [-0.270362, 0.389990, 4.749277], [0.139416, 0.889636, 3.507908], [0.850983, 0.081397, 2.638202], [1.165895, -1.239381, 3.046145], [0.784981, -1.687311, 4.216405], [0.086355, -0.873210, 4.990741], [-0.880246, 3.006566, 7.135961], [0.506389, 2.781339, 6.030037], [-0.996936, 3.442174, 5.430387], [-2.479652, 0.002772, 6.653741], [-0.117045, 1.911742, 3.245379], [1.187333, 0.428626, 1.660891], [1.723133, -1.923558, 2.416668], [-0.174690, -1.323829, 5.860048], [-1.193013, -4.258117, -0.863878], [-0.288954, -4.189260, 0.353649], [-0.988921, -4.654771, 1.617097], [0.252821, -2.866163, 0.551719], [-2.066283, -3.612398, -0.721202], [-0.672784, -3.932005, -1.763049], [-1.550613, -5.274782, -1.027890], [0.595446, -4.804895, 0.181413], [-1.853890, -4.015925, 1.823187], [-0.313517, -4.615144, 2.472155], [-1.349426, -5.677626, 1.510398], [-0.505194, -2.279517, 0.674018], [-5.748760, 3.143536, 4.130310], [-5.301769, 2.051758, 3.175376], [-5.695529, 0.667222, 3.659097], [-3.887921, 2.126059, 2.943398], [-5.283776, 2.997431, 5.110478], [-5.461949, 4.124480, 3.753922], [-6.829913, 3.127060, 4.267545], [-5.735050, 2.229659, 2.189739], [-5.227877, 0.465392, 4.628173], [-5.371959, -0.094660, 2.950303], [-6.775120, 0.586651, 3.785204], [-3.462775, 1.985235, 3.797649], [2.430149, 0.434927, -2.531921], [1.504223, 1.102560, -1.535859], [1.040022, 2.468805, -2.009123], [2.145921, 1.204568, -0.256285], [3.327164, 1.043877, -2.673540], [2.746318, -0.545390, -2.174329], [1.947845, 0.309881, -3.502234], [0.636556, 0.467386, -1.348765], [1.902103, 3.124966, -2.155962], [0.374848, 2.930648, -1.279370], [0.511306, 2.393561, -2.959263], [2.936636, 1.746774, -0.371900], [-1.506886, -1.367041, -3.928311], [-1.449129, -2.472450, -4.968432], [-2.373093, -2.201674, -6.142745], [-1.725292, -3.735806, -4.371203], [-2.520894, -1.284554, -3.524685], [-0.824242, -1.585520, -3.107461], [-1.239741, -0.402533, -4.361896], [-0.423269, -2.573009, -5.330851], [-3.409646, -2.139849, -5.798546], [-2.302535, -3.003906, -6.875725], [-2.124918, -1.259322, -6.632337], [-2.630870, -3.711080, -4.038687], [6.263681, 1.031574, -4.645640], [6.019932, 2.277613, -3.811948], [7.199204, 3.233253, -3.845453], [5.678730, 1.930955, -2.465153], [7.128389, 0.484774, -4.258977], [5.397531, 0.370792, -4.613438], [6.467216, 1.288158, -5.685450], [5.128999, 2.790795, -4.181925], [8.089113, 2.744990, -3.438129], [6.991561, 4.121597, -3.250202], [7.424626, 3.542693, -4.866137], [6.434628, 1.472106, -2.079025]],
  "atomic_forces_ev_per_a": [[0.0453, 0.3111, -0.1148], [-0.1601, -0.3530, -0.2199], [0.2764, 0.3395, 0.6685], [0.3577, -0.3519, -0.1967], [0.2014, 0.0072, -0.4011], [-0.0552, -0.1134, 0.1295], [-0.2398, 0.7919, 0.0455], [0.0076, -0.3991, 0.1927], [-0.0239, 0.0305, -0.1074], [-0.0135, 0.0095, -0.1320], [-0.1288, -0.0433, 0.0499], [-0.0271, -0.0852, 0.1323], [-0.1249, -0.1156, -0.4856], [0.0857, -0.1429, -0.0269], [-0.0303, 0.0820, 0.0804], [-0.1236, 0.0317, 0.0786], [0.0324, 0.0353, 0.0199], [0.0750, 0.2444, 0.0174], [0.1696, -0.1348, 0.0567], [-0.0111, 0.0264, 0.0312], [-0.2766, 0.0411, 0.0273], [-0.0144, -0.0260, -0.0027], [-0.0057, -0.0132, -0.0136], [0.0181, -0.0065, 0.0343], [-0.0061, -0.0126, -0.0049], [-0.0111, -0.0179, 0.0069], [0.0026, 0.0039, 0.0069], [-0.0075, -0.0130, -0.0039], [0.0435, -0.0175, -0.1383], [0.0682, -0.0005, 0.0054], [-0.0900, 0.0325, -0.1231], [0.0700, 0.0001, 0.0007], [0.1379, -0.0833, 0.1482], [-0.0205, 0.0092, 0.0098], [0.0062, 0.0030, 0.0019], [-0.0094, -0.0099, -0.0040], [-0.0302, -0.0030, 0.0104], [-0.0219, -0.0131, 0.0074], [0.0065, -0.0028, 0.0007], [-0.0097, 0.0105, 0.0023], [-0.0735, 0.0206, 0.0128], [0.1192, -0.0482, -0.0521], [-0.0416, 0.0079, -0.1040], [0.0236, 0.0106, 0.0466], [-0.0218, 0.0522, 0.2531], [-0.0016, -0.0052, -0.0020], [-0.0429, -0.0019, 0.0153], [-0.0547, 0.0075, 0.0111], [-0.0431, -0.0479, -0.0157], [-0.0067, 0.0071, -0.0153], [0.0039, -0.0012, 0.0052], [-0.0083, -0.0171, -0.0177], [0.0078, -0.0657, 0.0007], [-0.0167, 0.0125, 0.0332], [0.1233, 0.0709, -0.0803], [-0.0287, -0.0630, 0.0202], [-0.1127, -0.0464, 0.0992], [0.0092, 0.0193, 0.0002], [0.0216, 0.0105, 0.0420], [0.0081, 0.0188, -0.0099], [-0.0119, 0.0385, -0.0136], [-0.0053, 0.0155, -0.0159], [-0.0088, -0.0061, -0.0043], [0.0121, 0.0055, 0.0086], [0.0345, -0.0569, -0.0469], [-0.0043, -0.0240, 0.0632], [-0.0747, 0.0539, -0.0893], [-0.0004, -0.0214, 0.0676], [0.0422, -0.0400, 0.0861], [0.0059, -0.0068, -0.0225], [0.0007, -0.0044, 0.0048], [0.0014, 0.0140, -0.0045], [0.0131, 0.0060, -0.0269], [0.0140, 0.0119, -0.0165], [0.0018, 0.0006, 0.0066], [-0.0073, -0.0061, -0.0125], [-0.0402, 0.0275, -0.0165]],
  "mulliken_charge": [-0.899, 0.353, -0.569, 0.350, -0.392, -0.086, -0.472, -0.935, 0.527, 0.301, 0.361, 0.352, 0.316, 0.446, 0.497, 0.586, 0.273, -1.266, 0.380, -1.349, -0.406, 0.333, 0.288, 0.403, 0.280, 0.299, 0.338, 0.413, 0.298, -1.203, 0.394, -1.136, -0.509, 0.281, 0.316, 0.380, 0.297, 0.214, 0.302, 0.391, 0.253, -1.132, 0.785, -1.425, -0.547, 0.071, 0.343, 0.404, 0.142, 0.310, 0.366, 0.371, 0.301, -1.008, 0.362, -1.344, -0.524, 0.373, 0.114, 0.387, 0.248, 0.350, 0.328, 0.374, 0.343, -1.236, 0.514, -1.378, -0.523, 0.343, 0.272, 0.377, 0.257, 0.359, 0.330, 0.374, 0.319]
}

{
  "formula": "C20H48BrN6",
  "method": "wB97M-V/def2-TZVPD",
  "lumo_ev": 2.61,
  "e_above_lowest_kcal_mol": 4.2,
  "multiplicity": 1,
  "total_charge": -1,
  "orbital_gap_ev": 4.655,
  "species": ["N", "C", "N", "N", "C", "C", "C", "C", "N", "C", "C", "C", "Br", "H", "H", "H", "H", "H", "H", "H", "H", "H", "H", "H", "H", "H", "H", "H", "H", "H", "H", "C", "C", "N", "C", "C", "C", "C", "H", "H", "H", "H", "H", "H", "H", "H", "H", "H", "H", "H", "H", "H", "H", "C", "C", "N", "C", "C", "C", "C", "H", "H", "H", "H", "H", "H", "H", "H", "H", "H", "H", "H", "H", "H", "H"],
  "positions_angstrom": [[-4.369477, -2.256895, -4.208000], [-3.147139, -2.307870, -4.522798], [-2.642652, -1.598584, -5.665825], [-2.237410, -3.080673, -3.745662], [-0.972856, -2.330878, -3.471372], [-0.303540, -2.777950, -2.173167], [1.060491, -3.447347, -2.356002], [2.029275, -2.696791, -3.338834], [1.809301, -1.310898, -3.545403], [2.079700, -0.575502, -2.351480], [1.561924, 0.859357, -2.529983], [0.423043, 1.230127, -1.602067], [-0.989652, 2.248909, -2.525112], [-4.839284, -1.699498, -4.918679], [-2.351336, -0.667373, -5.392498], [-1.802027, -2.046505, -6.010081], [-1.996977, -3.882520, -4.322187], [-1.227170, -1.273960, -3.388837], [-0.261629, -2.389602, -4.291510], [-0.197213, -1.935465, -1.490711], [-0.972319, -3.484913, -1.675481], [0.915363, -4.469015, -2.725070], [1.539324, -3.548320, -1.378009], [3.060370, -2.909305, -2.955786], [1.975130, -3.218419, -4.302136], [1.658629, -1.042646, -1.434506], [3.178252, -0.528324, -2.137786], [1.205773, 0.896032, -3.557736], [2.371091, 1.587328, -2.444760], [-0.100243, 0.359488, -1.215307], [0.734049, 1.829813, -0.749649], [-2.480174, 3.348103, 4.245027], [-2.375851, 4.264626, 3.035157], [-1.861733, 3.598591, 1.856275], [-1.494847, 4.509262, 0.785695], [-2.600412, 5.347352, 0.132141], [-2.567759, 2.395535, 1.445118], [-4.064365, 2.513954, 1.127079], [-1.518482, 2.880439, 4.460196], [-2.784710, 3.925889, 5.119377], [-3.220049, 2.560335, 4.101353], [-1.681951, 5.075498, 3.275007], [-3.358049, 4.739244, 2.868682], [-1.003748, 3.919195, 0.012074], [-0.735999, 5.191361, 1.183923], [-3.225788, 4.749961, -0.529416], [-2.148496, 6.132861, -0.476809], [-3.241666, 5.832388, 0.870342], [-2.440990, 1.646046, 2.230241], [-2.046996, 1.990934, 0.574353], [-4.594317, 3.113840, 1.869802], [-4.517276, 1.520801, 1.125341], [-4.242387, 2.949809, 0.145554], [4.946642, -0.642049, 1.874883], [3.474994, -0.494469, 2.229990], [2.672721, -1.625177, 1.811646], [1.245779, -1.376482, 1.861490], [0.590173, -1.157452, 3.232398], [3.114488, -2.925654, 2.272498], [3.217232, -3.155822, 3.788742], [5.066443, -0.826260, 0.806859], [5.478815, 0.276482, 2.127743], [5.423908, -1.456169, 2.422533], [3.084114, 0.383842, 1.709541], [3.389189, -0.278825, 3.309696], [0.737764, -2.200981, 1.354154], [1.052320, -0.495779, 1.241270], [0.479047, -2.088731, 3.787951], [-0.410951, -0.743571, 3.094261], [1.151778, -0.453947, 3.848882], [4.092186, -3.126252, 1.828460], [2.446444, -3.672188, 1.836477], [3.690196, -2.313416, 4.296370], [3.827944, -4.039941, 3.986005], [2.244031, -3.324986, 4.248071]],
  "atomic_forces_ev_per_a": [[-0.0656, 0.0243, 0.0619], [0.0056, -0.0003, 0.0367], [0.0601, -0.0818, -0.0028], [0.1719, 0.1864, -0.4122], [-0.1329, 0.1002, 0.1075], [0.0731, -0.3669, 0.0494], [0.1278, 0.0975, -0.0638], [0.2081, 0.0583, 0.0863], [-0.4994, 0.0657, 0.2178], [0.4020, -0.2436, -0.5154], [-0.0071, 0.0422, -0.1382], [0.0479, -0.2915, 0.2145], [-0.0653, 0.2070, 0.1093], [-0.0987, 0.0195, -0.0307], [-0.1246, 0.1457, -0.0345], [0.1228, 0.0204, 0.0769], [-0.0593, -0.2649, 0.2551], [-0.0485, 0.0039, -0.0173], [0.0442, 0.0025, -0.0603], [-0.0139, 0.1153, -0.0816], [-0.0854, 0.0244, 0.0434], [0.0117, -0.0943, -0.0027], [-0.0570, 0.0094, 0.1108], [0.0568, -0.1542, -0.0150], [-0.0378, 0.0199, -0.1313], [-0.0764, 0.2071, 0.2156], [0.0899, 0.0163, 0.2085], [0.0638, -0.0586, -0.0757], [-0.0240, 0.1339, 0.0993], [-0.0082, -0.0893, -0.1563], [-0.0991, 0.1722, -0.0323], [-0.0015, 0.0218, 0.0335], [-0.0832, -0.0216, 0.0348], [-0.0089, 0.0440, 0.0136], [0.1116, 0.0503, -0.0501], [-0.0004, -0.0009, -0.0301], [-0.0182, -0.1737, 0.0025], [0.0111, -0.0442, -0.0246], [0.0051, -0.0274, -0.0329], [0.0057, 0.0029, 0.0057], [-0.0063, -0.0040, -0.0088], [-0.0019, 0.0388, -0.0500], [0.0066, -0.0031, 0.0118], [0.0377, -0.0120, -0.0698], [-0.0188, -0.0130, 0.0583], [-0.0234, -0.0262, 0.0291], [0.0149, -0.0052, -0.0034], [0.0049, -0.0051, 0.0183], [-0.0020, 0.0322, 0.0402], [-0.0004, 0.0560, -0.0320], [0.0139, 0.0030, 0.0195], [0.0102, -0.0075, -0.0130], [0.0026, 0.0567, 0.0152], [0.0280, 0.0242, -0.0072], [0.0662, 0.0209, 0.0032], [-0.0595, -0.0003, 0.1201], [-0.1786, 0.0530, -0.1615], [-0.0354, -0.0222, -0.0089], [0.0787, -0.1145, -0.0268], [-0.0094, -0.0699, -0.0204], [-0.0276, -0.0322, -0.0084], [0.0008, 0.0076, -0.0049], [-0.0011, -0.0037, 0.0109], [-0.0570, 0.0018, 0.0156], [0.0042, -0.0005, -0.0051], [0.0483, -0.0450, -0.0140], [0.0546, 0.0282, 0.0140], [0.0568, -0.0029, 0.0262], [-0.0019, 0.0046, -0.0147], [0.0247, 0.0106, -0.0068], [0.0185, 0.0404, 0.0032], [-0.0455, 0.0256, 0.0035], [0.0120, 0.0190, -0.0174], [-0.0059, -0.0068, -0.0059], [-0.0125, 0.0738, 0.0143]],
  "mulliken_charge": [-0.704, 0.498, -0.686, -0.371, -0.578, 0.125, -0.629, -1.025, -0.897, 1.074, -1.377, -0.260, -0.271, 0.300, 0.284, 0.313, 0.313, 0.200, 0.445, -0.489, 0.504, 0.403, 0.077, 0.460, 0.392, -0.722, 0.182, 0.586, 0.247, 0.057, 0.565, -1.375, -0.361, 0.197, -0.097, -1.104, 0.024, -1.142, 0.307, 0.432, 0.292, 0.433, 0.260, -0.261, 0.465, 0.207, 0.425, 0.299, 0.236, -0.164, 0.262, 0.406, 0.272, -1.451, -0.325, 0.365, -0.306, -1.357, -0.748, -1.110, 0.298, 0.450, 0.297, 0.414, 0.239, 0.378, 0.080, 0.278, 0.437, 0.277, 0.504, 0.308, 0.245, 0.407, 0.289]
}

Result set for HOMO energy: -11.88, -2.05 eV, one per record in the order listed.